1.
{
  "formula": "C3H12NS",
  "method": "ωB97M-V/def2-TZVPD",
  "species": ["C", "S", "H", "H", "H", "H", "C", "N", "C", "H", "H", "H", "H", "H", "H", "H", "H"],
  "positions_angstrom": [[1.04, -0.78, -1.25], [1.84, 0.72, -1.95], [0.85, -1.49, -2.10], [1.76, -1.20, -0.53], [0.08, -0.43, -0.80], [0.83, 1.49, -1.80], [-2.66, 0.27, 1.62], [-1.46, -0.44, 1.19], [-0.24, -0.43, 2.07], [-3.27, 0.65, 0.81], [-3.22, -0.41, 2.29], [-2.31, 1.08, 2.28], [-1.21, 0.03, 0.32], [-1.61, -1.41, 0.90], [0.14, 0.62, 2.06], [0.58, -1.13, 1.77], [-0.62, -0.62, 3.08]],
  "nbo_charge": [-0.728, 0.016, 0.246, 0.230, 0.147, 0.095, -0.435, -0.493, -0.433, 0.256, 0.243, 0.239, 0.432, 0.440, 0.241, 0.264, 0.239],
  "mol_weight_g_mol": 94.20,
  "lumo_energy_ev": -3.69,
  "total_charge": 1,
  "e_homo_ha": -0.451,
  "e_above_lowest_kcal_mol": 29.44
}

---

2.
{
  "formula": "C28H33F33N2O6S3",
  "method": "ωB97M-V/def2-TZVPD",
  "species": ["C", "C", "N", "C", "C", "C", "S", "S", "C", "C", "C", "N", "S", "O", "O", "F", "H", "H", "H", "H", "H", "H", "H", "H", "H", "H", "H", "H", "H", "H", "H", "H", "H", "F", "C", "F", "C", "F", "F", "C", "O", "C", "F", "F", "C", "F", "F", "H", "H", "H", "H", "F", "C", "F", "C", "F", "F", "C", "O", "C", "F", "F", "C", "F", "F", "H", "H", "H", "H", "F", "C", "F", "C", "F", "F", "C", "O", "C", "F", "F", "C", "F", "F", "H", "H", "H", "H", "F", "C", "F", "C", "F", "F", "C", "O", "C", "F", "F", "C", "F", "F", "H", "H", "H", "H"],
  "positions_angstrom": [[-1.94, 2.70, 2.57], [-1.82, 2.09, 1.17], [-0.54, 2.42, 0.54], [-0.60, 3.65, -0.29], [0.08, 3.58, -1.65], [0.10, 1.31, -0.04], [-0.61, 0.25, -1.06], [1.73, 0.89, 0.47], [2.70, 2.39, 0.75], [2.19, 3.44, 1.74], [3.34, 4.01, 2.55], [2.92, 5.16, 3.40], [2.79, 6.66, 2.73], [3.21, 7.64, 3.66], [1.58, 6.81, 2.00], [3.94, 6.54, 1.67], [-2.30, 3.73, 2.53], [-0.97, 2.69, 3.06], [-2.65, 2.14, 3.18], [-1.90, 1.01, 1.24], [-2.65, 2.42, 0.54], [-1.65, 3.91, -0.43], [-0.16, 4.48, 0.28], [-0.42, 2.88, -2.31], [1.13, 3.31, -1.58], [0.02, 4.57, -2.10], [3.64, 1.97, 1.12], [2.92, 2.84, -0.22], [1.72, 4.25, 1.19], [1.43, 3.00, 2.40], [3.73, 3.27, 3.24], [4.14, 4.34, 1.90], [1.96, 4.97, 3.72], [-5.11, -1.85, 1.98], [-4.58, -0.74, 1.43], [-5.34, 0.32, 1.78], [-4.55, -0.84, -0.10], [-5.81, -0.92, -0.58], [-4.01, 0.34, -0.52], [-3.67, -1.94, -0.72], [-4.34, -3.12, -1.13], [-4.47, -4.19, -0.30], [-3.87, -4.01, 0.89], [-3.87, -5.25, -0.89], [-5.95, -4.58, -0.11], [-6.62, -3.56, 0.45], [-6.01, -5.64, 0.72], [-3.56, -0.59, 1.82], [-3.29, -1.50, -1.64], [-2.81, -2.15, -0.08], [-6.40, -4.83, -1.07], [7.92, 2.92, 7.58], [7.61, 4.22, 7.71], [7.99, 4.63, 8.94], [6.10, 4.43, 7.56], [5.46, 3.79, 8.56], [5.91, 5.77, 7.72], [5.47, 4.08, 6.21], [4.82, 2.82, 6.13], [5.47, 1.70, 5.71], [6.74, 1.94, 5.35], [4.82, 1.23, 4.61], [5.40, 0.58, 6.77], [6.00, 0.98, 7.90], [6.04, -0.51, 6.30], [8.16, 4.80, 6.96], [4.67, 4.80, 6.08], [6.18, 4.22, 5.40], [4.35, 0.33, 6.97], [5.61, 0.84, -2.95], [5.16, 2.08, -3.20], [5.20, 2.79, -2.04], [3.70, 2.04, -3.68], [2.92, 1.55, -2.70], [3.36, 3.36, -3.87], [3.40, 1.33, -5.01], [2.89, 0.02, -4.89], [3.69, -1.09, -4.88], [4.99, -0.78, -5.05], [3.32, -1.87, -5.92], [3.47, -1.92, -3.60], [3.80, -1.19, -2.52], [4.27, -3.00, -3.65], [5.80, 2.57, -3.94], [2.59, 1.91, -5.45], [4.25, 1.39, -5.68], [2.43, -2.23, -3.53], [-6.99, -8.32, -3.27], [-7.17, -9.30, -4.19], [-6.43, -10.37, -3.81], [-6.69, -8.84, -5.57], [-5.36, -8.60, -5.54], [-6.91, -9.91, -6.39], [-7.43, -7.66, -6.22], [-6.80, -6.40, -6.10], [-7.07, -5.54, -5.08], [-8.02, -6.01, -4.24], [-7.55, -4.39, -5.61], [-5.80, -5.16, -4.31], [-5.25, -6.26, -3.76], [-6.13, -4.31, -3.31], [-8.22, -9.58, -4.22], [-7.41, -7.88, -7.28], [-8.47, -7.63, -5.90], [-5.08, -4.68, -4.97]],
  "mulliken_charge": [-1.215, -0.349, 0.772, -0.489, -1.062, -0.226, -0.210, -0.226, -0.841, 0.668, -0.944, -0.302, 1.161, -0.552, -0.544, -0.257, 0.306, 0.217, 0.396, 0.113, 0.358, 0.373, 0.207, 0.297, 0.044, 0.492, 0.572, 0.178, -0.121, -0.017, 0.162, 0.592, 0.320, -0.259, 0.179, -0.269, 1.027, -0.289, -0.254, -0.940, -0.291, 0.832, -0.310, -0.320, 0.466, -0.242, -0.276, 0.208, 0.374, 0.356, 0.042, -0.221, 0.089, -0.264, 0.852, -0.279, -0.324, -0.677, -0.377, 0.779, -0.293, -0.282, 0.211, -0.228, -0.266, 0.292, 0.399, 0.333, 0.257, -0.221, -0.004, -0.243, 1.017, -0.020, -0.364, -0.840, -0.375, 0.766, -0.291, -0.309, 0.197, -0.215, -0.270, 0.292, 0.409, 0.315, 0.262, -0.193, 0.066, -0.264, 0.888, -0.265, -0.328, -0.719, -0.382, 0.804, -0.283, -0.307, 0.222, -0.225, -0.258, 0.275, 0.392, 0.332, 0.229],
  "smiles": "CCN(CC)C(=S)SCCCNS(=O)(=O)F.FC(F)C(F)(F)COC(F)(F)C(F)F.FC(F)C(F)(F)COC(F)(F)C(F)F.FC(F)C(F)(F)COC(F)(F)C(F)F.FC(F)C(F)(F)COC(F)(F)C(F)F",
  "mol_weight_g_mol": 1216.71,
  "lumo_energy_ev": -0.59,
  "total_charge": 0,
  "e_homo_ha": -0.319
}

---

3.
{
  "formula": "C24H22N2O3",
  "method": "ωB97M-V/def2-TZVPD",
  "species": ["O", "C", "C", "C", "C", "C", "C", "C", "C", "O", "C", "C", "C", "C", "O", "C", "C", "C", "C", "H", "H", "H", "H", "H", "H", "H", "H", "H", "H", "H", "H", "C", "C", "C", "N", "C", "H", "H", "H", "H", "H", "C", "C", "C", "N", "C", "H", "H", "H", "H", "H"],
  "positions_angstrom": [[2.92, -1.74, 1.22], [2.33, -0.80, 0.77], [3.01, 0.41, 0.26], [4.15, 0.93, 0.86], [4.71, 2.09, 0.34], [4.16, 2.72, -0.78], [3.04, 2.19, -1.39], [2.46, 1.04, -0.85], [1.23, 0.45, -1.44], [1.05, 0.41, -2.63], [0.28, -0.10, -0.43], [-1.12, 0.02, -0.53], [-1.75, 0.76, -1.68], [-1.58, 2.26, -1.52], [-2.07, 2.61, -0.22], [-1.91, -0.53, 0.47], [-1.33, -1.18, 1.55], [0.04, -1.30, 1.66], [0.85, -0.74, 0.68], [4.58, 0.44, 1.72], [5.58, 2.52, 0.80], [4.60, 3.62, -1.19], [2.58, 2.62, -2.27], [-1.33, 0.43, -2.62], [-2.82, 0.55, -1.72], [-0.53, 2.55, -1.56], [-2.13, 2.80, -2.29], [-1.66, 3.43, 0.06], [-2.98, -0.41, 0.40], [-1.98, -1.59, 2.32], [0.47, -1.81, 2.52], [-5.20, 2.66, -1.69], [-6.51, 2.26, -1.29], [-7.34, 2.43, -2.37], [-6.59, 2.93, -3.40], [-5.29, 3.07, -3.00], [-4.31, 2.66, -1.09], [-6.80, 1.88, -0.33], [-8.39, 2.25, -2.48], [-6.94, 3.15, -4.31], [-4.54, 3.45, -3.68], [4.30, -6.08, 3.54], [2.99, -6.09, 3.00], [2.70, -4.80, 2.63], [3.78, -4.02, 2.93], [4.76, -4.79, 3.49], [4.85, -6.93, 3.93], [2.34, -6.94, 2.89], [1.82, -4.37, 2.18], [3.83, -3.03, 2.76], [5.70, -4.36, 3.79]],
  "nbo_charge": [-0.542, 0.558, -0.054, -0.189, -0.193, -0.194, -0.165, -0.136, 0.541, -0.514, -0.073, 0.035, -0.469, -0.049, -0.736, -0.171, -0.186, -0.176, -0.136, 0.230, 0.220, 0.221, 0.229, 0.252, 0.225, 0.162, 0.173, 0.475, 0.221, 0.220, 0.229, -0.322, -0.306, -0.076, -0.510, -0.072, 0.238, 0.221, 0.210, 0.410, 0.205, -0.315, -0.303, -0.076, -0.504, -0.080, 0.217, 0.215, 0.211, 0.428, 0.205],
  "smiles": "O=C1c2ccccc2C(=O)c2c(CCO)cccc21.c1cc[nH]c1.c1cc[nH]c1",
  "mol_weight_g_mol": 386.45,
  "lumo_energy_ev": -0.76,
  "total_charge": 0,
  "e_homo_ha": -0.289,
  "e_above_lowest_kcal_mol": 62.88
}

---

4.
{
  "formula": "C5H9FO2",
  "method": "ωB97M-V/def2-TZVPD",
  "species": ["C", "C", "C", "C", "C", "H", "H", "H", "H", "H", "H", "H", "H", "H", "O", "O", "F"],
  "positions_angstrom": [[0.97, -1.38, -0.43], [0.40, -0.24, -1.27], [-0.13, 1.04, -0.53], [0.38, 1.05, 0.97], [-1.15, 1.17, 0.48], [-0.36, -2.28, 0.82], [1.96, -2.04, -1.01], [1.47, -0.95, 0.76], [-0.47, -0.90, -1.85], [0.01, 1.99, -0.99], [0.90, 1.78, 1.63], [0.61, 0.22, 1.57], [-1.45, 2.28, 0.53], [-1.76, -0.49, 0.57], [-0.53, -1.80, -0.12], [-2.19, 0.34, 0.92], [1.36, 0.22, -2.05]],
  "nbo_charge": [-0.122, 0.173, -0.277, -0.511, 0.113, 0.488, 0.240, 0.195, 0.188, 0.246, 0.224, 0.197, 0.181, 0.488, -0.788, -0.684, -0.351],
  "mol_weight_g_mol": 120.12,
  "lumo_energy_ev": 0.55,
  "total_charge": 0,
  "e_homo_ha": -0.329,
  "e_above_lowest_kcal_mol": 137.69
}

---

| no. | frontier orbital gap (eV) |
| --- | --- |
| 1 | 8.593 |
| 2 | 8.080 |
| 3 | 7.098 |
| 4 | 9.513 |